This record from the Open Molecules 2025 dataset describes 10 unconnected molecules or ions with the total composition C22H65NO19 at a distorted geometry. The level of theory is the ωB97M-V functional and the def2-TZVPD basis.

Each line ends with the Mulliken charge.
Element x y z (Å)
H 15.7543 10.7312 -6.5408  0.387
H 21.4301 2.4321 -4.7666  0.257
H 23.8671 2.4476 -2.8885  0.295
H 19.0932 6.7258 -5.2326  -0.231
O 17.3514 11.0064 -7.9195  -0.550
H 17.4197 2.5980 -6.2832  0.341
H 17.2060 6.0998 -3.0026  -0.042
O 21.2537 1.9643 -5.5998  -0.546
H 18.4129 7.1682 0.0146  0.224
C 18.5081 6.0529 -4.6097  1.367
H 20.0742 5.9182 -3.0391  0.476
C 17.7030 3.3929 -6.9836  -0.289
H 17.0028 8.1363 -4.5305  0.465
H 17.2448 4.2804 -4.6721  0.232
H 23.2726 4.2819 -6.8433  0.271
O 19.2007 1.4777 -12.0142  -0.541
H 18.4213 9.4441 -6.0318  0.067
H 14.6684 1.6320 -4.8691  0.270
H 21.9277 9.4439 -3.9714  0.409
H 23.3815 -0.1374 -1.9150  0.324
H 17.2045 11.5368 -6.0232  0.345
H 14.6354 8.7073 -7.0800  0.182
O 23.8358 1.4974 -3.0421  -0.502
C 21.6056 1.0133 -2.1881  -0.289
H 20.8356 0.3436 -11.6767  0.280
O 14.1198 7.2012 -0.7644  -0.537
H 14.8039 7.1751 -6.2651  0.297
H 12.5775 7.9676 -6.4599  0.348
O 22.6630 4.1616 -4.8340  -0.366
O 22.2236 6.7258 -5.9072  -0.527
H 16.0424 4.3647 -2.2566  0.054
O 18.4028 4.4528 -6.3749  -0.318
C 14.9859 7.0079 -8.3834  -0.419
C 16.8449 10.6968 -6.6223  -0.916
C 21.7025 2.8958 -6.6081  0.307
H 16.7756 5.5888 -5.7605  -0.217
H 21.8498 7.7662 -3.5015  0.181
H 23.4254 1.3743 -1.0320  0.319
H 19.5216 3.8807 1.6494  0.360
C 19.8367 0.4482 -11.2610  -0.495
H 20.2352 2.3455 -2.1879  0.208
O 23.7055 8.5513 -4.1703  -0.556
C 19.0722 5.1195 0.2290  0.548
H 16.0082 7.0254 0.2674  0.165
H 14.6941 5.9548 -8.3508  0.264
H 14.5712 6.2862 0.9196  0.333
H 24.0508 7.6635 -4.0232  0.341
C 14.3582 7.6513 -7.1481  -0.113
H 12.4103 1.6461 -3.4603  0.299
C 19.4908 5.2785 -3.7023  -0.660
O 13.2189 2.1622 -3.4356  -0.499
H 18.2462 1.4512 -11.9298  0.297
H 15.9853 4.4864 0.1369  0.426
N 17.6476 6.7726 -3.6446  -0.210
C 21.7594 8.0462 -5.5794  0.094
H 22.1238 6.6264 -6.8587  0.201
C 15.0823 6.5140 -0.0187  -0.340
O 19.9624 7.1491 1.2779  -0.552
H 22.2040 8.7182 -6.3211  0.443
C 14.0569 3.6480 -5.1856  0.657
H 22.3028 5.0204 -5.1305  0.286
C 18.7811 6.5109 0.8073  -0.405
H 18.3616 2.8820 -7.6854  -0.093
H 17.0794 8.6191 -6.8818  -0.125
O 14.6156 7.6803 -9.5813  -0.589
H 20.5225 1.4833 -9.5428  0.091
H 18.7888 1.2615 -9.5701  0.007
H 12.8875 4.1187 -6.6508  0.335
H 14.8892 3.5691 -5.8903  -0.108
H 14.5861 4.5945 -0.8448  0.369
H 23.7741 2.7973 -5.9343  0.354
C 13.7468 2.2121 -4.7512  -0.626
H 20.6702 8.0938 -5.6355  -0.124
H 16.6362 10.9745 -8.5604  0.311
C 19.7369 0.7547 -9.7706  0.339
H 20.1905 4.6455 -4.2593  -0.356
O 18.8340 3.9427 0.9792  -0.587
H 14.3149 4.2166 -4.2898  -0.089
H 21.8896 2.2598 -7.4743  0.246
H 18.9648 4.5605 -3.0666  0.150
O 16.7359 9.0288 -4.8846  -0.630
H 18.5458 5.1052 -0.7267  -0.551
O 19.8198 -0.4757 -9.0669  -0.548
H 13.6743 7.4952 -9.6915  0.363
C 22.2974 8.4516 -4.2319  -0.497
O 12.9698 4.3853 -5.7292  -0.559
H 16.8209 3.7844 -7.4979  0.198
H 19.2806 -0.4702 -11.4800  0.262
H 20.0896 5.0454 -0.1728  0.404
C 23.0966 0.9147 -1.9673  -0.589
O 21.1845 2.3742 -2.0234  -0.426
H 21.1455 0.3971 -1.4045  0.377
H 13.0640 1.7486 -5.4703  0.389
H 16.0616 7.1602 -8.3063  0.255
O 12.9565 7.4644 -7.1857  -0.564
C 15.4786 5.1635 -0.5561  -0.579
H 20.9101 3.6372 -6.7429  -0.046
H 21.3186 0.6697 -3.1846  0.217
C 22.9968 3.5404 -6.0850  -0.702
H 19.7555 -0.2998 -8.1226  0.305
H 14.3897 7.3339 -1.6802  0.336
O 16.2284 5.1892 -1.7982  -0.621
H 19.7652 8.0606 1.5049  0.326
C 17.6397 5.0473 -5.3496  -0.481
C 17.3313 9.3546 -6.1097  0.632
H 18.1450 7.4173 -3.0408  0.409
H 18.0618 6.3573 1.6193  0.313

Atoms 1-3, force components in eV/Å:
H -0.04 -0.05 -0.34
H -0.07 -0.17 0.03
H -0.13 0.03 -0.17

Results
structure (SMILES): COC[C@H](C)N.OCCO.OCCO.OCCO.OCCO.OCCO.OCCO.OCCO.OCCO.OCCO
orbital gap: 9.723 eV
net charge: 0
LUMO: 0.14 eV

***

This record from the Open Molecules 2025 dataset describes a molecular structure, C22H23F5GeN3O3SZr at a distorted geometry. The level of theory is the ωB97M-V functional and the def2-TZVPD basis.

Each line ends with the Mulliken charge.
Element x y z (Å)
C -2.1156 0.2633 5.7763  -0.378
H -0.0701 4.5280 -2.2641  0.387
H -0.4096 2.6912 1.8028  0.262
C 4.3181 -2.0465 -0.5816  -0.098
H -3.8535 -2.6564 -0.8364  0.328
C -2.8382 0.0650 3.4959  -0.269
C -0.4857 0.1617 4.0207  -0.175
C -3.1354 0.1709 4.8399  -0.753
H 1.2698 2.1682 2.0406  0.287
H 3.3193 4.4163 -0.5182  0.438
C 4.0531 -4.4342 -0.5306  0.154
H 0.8298 3.8732 2.2411  0.531
N -0.1055 1.6798 -2.3476  -0.360
F 5.0558 -0.9357 -0.6543  -0.278
C -2.5091 -1.1135 -1.3523  1.028
C 2.9089 3.4614 -0.8347  -1.190
Zr 0.3186 -0.3820 -0.6122  1.501
H -2.8189 -1.7150 -3.3726  0.406
C -3.8720 -1.5737 -0.9570  -1.467
H -1.8350 1.8844 -3.3245  0.325
O 0.0800 0.0196 1.2652  -0.906
F 2.4305 -0.5945 -0.3904  -0.056
O 0.2569 -0.9339 -2.4535  -0.456
H 2.9480 3.4138 -1.9213  0.375
H 0.0002 0.3458 6.0919  0.420
C -0.2145 4.5813 -1.1863  -1.250
S 0.3740 -2.8716 -0.0758  -0.472
C 2.0642 -3.0091 -0.3339  0.730
N -2.1411 -0.3507 0.8220  -1.089
C 2.6838 -4.2811 -0.4014  0.096
C -0.5079 -1.5918 -4.6102  -1.521
H -4.1495 -1.1247 -0.0080  0.310
H -0.0373 -2.5730 -4.6702  0.318
H -1.2580 4.3816 -0.9520  0.372
H 0.1939 -0.8649 -5.0148  0.362
H -4.1649 0.1821 5.1634  0.416
H -1.4155 -1.6026 -5.2047  0.428
H 3.5145 2.6619 -0.4129  0.378
C 4.8907 -3.3119 -0.6216  0.575
O 0.4994 1.5848 -1.0738  -0.308
C -2.0678 -1.3493 -2.6867  -1.017
C -0.7803 -1.2627 -3.1713  1.070
N -1.7192 -0.5065 -0.4938  0.424
H -4.6052 -1.3324 -1.7223  0.438
H 0.0249 5.5880 -0.8550  0.431
F 4.5834 -5.6500 -0.5689  -0.262
Ge 1.0197 3.3360 -0.2466  0.712
F 6.2083 -3.4496 -0.7418  -0.275
H -2.3525 0.3319 6.8269  0.408
H -3.6206 -0.0165 2.7588  0.464
C -0.7926 0.2646 5.3639  -0.876
H -1.9687 1.8795 -1.4500  0.268
C -1.5062 0.0540 3.0751  0.614
C 2.9441 -1.9242 -0.4466  -0.040
F 1.9089 -5.3595 -0.3393  -0.297
C -1.1727 -0.0973 1.6549  0.582
C 0.6352 2.9706 1.6655  -1.078
H 0.5446 0.1472 3.6943  0.405
C -1.3580 1.8114 -2.3589  -0.371

Atoms 1-3, force components in eV/Å:
C 0.06 0.01 -0.03
H 0.08 -0.03 0.04
H 0.04 0.02 -0.07

Results
orbital gap: 7.126 eV
net charge: +1
LUMO: -3.69 eV

***

This record from the Open Molecules 2025 dataset describes 2 unconnected molecules or ions with the total composition C7H7N3O at a distorted geometry. The level of theory is the ωB97M-V functional and the def2-TZVPD basis.

Each line ends with the Mulliken charge.
Element x y z (Å)
H -5.9438 0.4947 -0.3375  0.264
H 4.5925 0.4238 -0.1346  0.370
C 2.5793 1.1979 -0.0087  -0.277
H 3.8250 -1.9484 -0.0381  0.378
C 3.5425 0.1938 -0.0626  -0.465
C 0.9067 -0.5212 0.0800  0.452
C 3.1132 -1.1327 -0.0202  -0.074
N -2.9658 -0.4615 0.0004  -0.393
N -5.1738 -0.1657 -0.3476  -0.532
N 1.8614 -1.4958 0.0527  -0.489
H -3.8983 1.3825 0.3244  0.320
C -4.0543 0.3310 0.0110  0.072
C -0.3521 -1.0425 0.0166  -0.175
H -0.7509 -2.0293 -0.0100  0.479
C 1.2493 0.8528 0.0683  -0.582
O -1.8756 0.0957 0.3424  -0.174
H 2.8784 2.2350 -0.0365  0.399
H 0.4661 1.5899 0.0998  0.426

Atoms 1-3, force components in eV/Å:
H 0.22 0.24 0.15
H 0.11 0.03 0.00
C 0.18 -0.18 0.02

Results
orbital gap (spin up / spin down): 8.333 / 6.643 eV
net charge: 0
LUMO (spin up / spin down): -0.25 / -1.58 eV

***

This record from the Open Molecules 2025 dataset describes 8 unconnected molecules or ions with the total composition C28H25Cl28F9N2O4S at a distorted geometry. The level of theory is the ωB97M-V functional and the def2-TZVPD basis.

Each line ends with the Mulliken charge.
Element x y z (Å)
C -3.7597 -0.8633 -1.6306  -1.389
C -1.9239 0.4350 -2.7828  -0.436
C 0.9663 0.3766 -0.9226  0.580
Cl 8.1103 3.7915 10.9865  -0.102
H -1.1195 -3.3866 -3.5468  0.528
H 0.4668 -4.3067 2.9775  0.340
C -2.4388 -2.0046 -3.3470  -1.175
Cl 5.4867 5.1049 5.9157  -0.064
C 6.0058 5.6834 4.3282  0.258
N -1.4527 -1.3582 0.1113  -0.270
Cl 3.8471 -6.9090 3.6970  -0.118
Cl 3.2392 10.9503 -4.0016  -0.106
H -2.2089 2.5046 -2.8773  0.643
H 0.3468 -5.7335 -0.0133  0.512
Cl 5.9173 9.9323 -3.6597  -0.077
Cl 5.3091 4.0010 10.3197  -0.098
Cl -0.5900 3.6701 3.0368  -0.119
H -5.9454 1.8720 -2.0923  0.419
C -8.0545 -1.1047 -0.6825  -0.789
Cl 7.5621 9.2506 -0.3768  -0.082
C -4.8695 -0.6398 -2.6978  -0.877
H -4.5964 0.1151 -3.4353  0.942
Cl 7.2052 5.8603 9.1888  -0.083
Cl 6.9813 7.1573 4.5429  -0.124
F -4.5941 -3.7198 -2.4049  -0.104
F -3.3446 -3.3063 0.2346  -0.320
Cl 6.3335 6.6948 -0.9258  -0.091
H -0.5773 -1.3266 0.6154  0.385
Cl 4.7456 11.6217 -1.6320  -0.089
C -6.9015 -1.3353 -1.4300  -0.086
C -8.4336 0.2179 -0.4426  -0.456
C 1.0731 3.9127 2.4814  0.260
C 0.0598 -3.9390 1.0908  -0.555
O 0.3441 -4.8328 2.1846  -0.414
C 2.4953 -8.0326 3.4878  0.327
C -1.2846 -1.7551 -1.3222  0.386
O 1.4648 -2.1839 -1.1192  -0.648
F 1.2992 1.2120 -1.8919  -0.234
Cl 3.7724 8.9307 -2.0091  -0.052
O 0.6022 -1.1805 -3.0851  -0.775
C 6.9572 4.1889 9.7079  0.352
Cl 2.1495 4.0557 3.8723  -0.030
C -7.6867 1.2698 -0.9594  -0.731
F -2.1209 0.4794 -4.1615  -0.473
Cl 7.2009 3.1028 8.3346  -0.085
F -2.3735 -5.1294 -0.1340  -0.367
C -0.3722 -4.3080 -1.4869  -2.376
F 2.0716 0.1947 -0.2061  -0.253
C -6.5273 1.0435 -1.7054  -0.230
S 0.4712 -1.2848 -1.6453  1.673
H -4.0321 -1.8275 -1.1956  0.530
Cl 3.0929 -9.6943 3.5831  -0.097
C 4.4255 -5.6706 -1.6488  0.299
H -5.0728 -1.5631 -3.2364  0.654
H -0.8623 0.6884 -2.7078  0.719
Cl 1.5622 2.5376 1.4863  -0.069
C 4.4191 10.3588 -2.8256  0.316
C 0.4212 -4.6586 -0.2008  -0.065
C -6.1390 -0.2765 -1.9349  -0.418
O -2.8963 -1.9582 -4.4456  -0.564
H 0.6616 -3.0364 1.2694  0.231
C -1.5550 -3.2935 -1.4650  1.699
Cl 1.3029 -7.7618 4.7647  -0.103
Cl 1.1607 5.3954 1.5182  -0.103
Cl 7.5559 7.1845 1.6393  0.010
C 7.6669 7.5085 -0.0953  0.282
H -1.9631 -0.4927 0.1973  0.036
Cl 4.0533 -6.2459 -0.0257  -0.015
C -2.7672 -3.9811 -0.7770  0.414
H -2.5929 1.3476 -0.0581  0.271
H -1.4681 2.6100 -0.7080  0.280
H -8.0369 2.2708 -0.7278  0.381
Cl 6.9664 4.4219 3.5480  -0.076
Cl 9.2072 6.9013 -0.7175  -0.104
C -2.3107 -0.9494 -2.1942  1.824
F -4.7377 -5.2056 -0.8893  -0.325
F 0.0715 0.9729 -0.1385  -0.044
H -3.1696 2.9084 -0.5876  0.487
N -1.9156 -3.2918 -2.9213  -0.265
H -8.5949 -1.9600 -0.2958  0.411
H -0.9913 -3.6523 1.1881  0.168
Cl 2.9319 -5.1351 -2.4342  -0.061
H -6.5812 -2.3554 -1.6163  0.360
F -3.3846 -5.5595 -2.4782  -0.256
Cl 5.5551 -4.3142 -1.5569  -0.106
H 0.3595 -3.9752 -2.2285  0.537
H -3.8693 -0.1712 -0.7937  0.496
H -3.7088 1.7267 -2.5110  0.031
H -0.7645 -5.2414 -1.8954  0.703
H 1.4856 -4.4786 -0.3863  -0.293
Cl 1.7475 -7.7583 1.9156  -0.042
H -9.3225 0.3856 0.1558  0.366
C -3.8703 -4.5903 -1.7253  0.439
Cl 5.1497 -6.9798 -2.5900  -0.109
C -2.4388 2.1227 -0.8083  -1.394
Cl 4.5860 6.0487 3.3458  0.018
C -2.6453 1.6994 -2.2772  -0.781

Atoms 1-3, force components in eV/Å:
C -0.23 -1.14 0.16
C 0.40 1.49 -0.05
C 0.61 1.13 0.76

Results
structure (SMILES): CC[C@H](F)[C@@]1(CCc2ccccc2)C(=O)N[C@](CCCO)(C(F)(F)C(F)(F)F)[C@@]1(N)S(=O)(=O)C(F)(F)F.ClC(Cl)(Cl)Cl.ClC(Cl)(Cl)Cl.ClC(Cl)(Cl)Cl.ClC(Cl)(Cl)Cl.ClC(Cl)(Cl)Cl.ClC(Cl)(Cl)Cl.ClC(Cl)(Cl)Cl
orbital gap: 9.212 eV
net charge: 0
LUMO: -0.15 eV